Here is 6 unconnected molecules or ions with the total composition C12H40N3O6 from OMol25. Energies are from ωB97M-V/def2-TZVPD.

Bonds (Å) are listed after each position.
CARTESIAN COORDINATES (ANGSTROEM)
1 O 13.916 -11.583 -4.249  H35 0.960, H37 0.960, H60 0.960
2 O 12.363 -10.972 -2.136  C18 1.431, C20 1.448
3 O 14.002 -8.476 -5.760  H36 0.957, H51 0.957
4 O 15.214 -7.302 -1.153  C12 1.482, C13 1.455
5 O 11.662 -11.004 -5.193  H29 0.957, H50 0.957
6 O 15.402 -12.726 -7.610  C16 1.394, C19 1.399
7 N 13.792 -15.857 -8.543  C15 1.425, H28 1.010, H43 1.010
8 N 15.407 -9.471 -3.410  C11 1.441, H23 1.010, H47 1.010
9 N 14.085 -13.338 -2.291  C21 1.454, H40 1.010, H56 1.010
10 C 17.584 -8.796 -2.628  C11 1.545, H25 1.090, H38 1.090, H39 1.090
11 C 16.256 -9.485 -2.245  N8 1.441, C10 1.545, C12 1.601, H22 1.090
12 C 15.610 -8.721 -0.996  O4 1.482, C11 1.601, H24 1.090, H55 1.090
13 C 14.538 -6.706 -0.010  O4 1.455, H41 1.090, H42 1.090, H52 1.090
14 C 16.152 -15.513 -8.275  C15 1.545, H31 1.090, H57 1.090, H59 1.090
15 C 14.740 -15.036 -7.867  N7 1.425, C14 1.545, C16 1.518, H61 1.090
16 C 14.501 -13.584 -8.239  O6 1.394, C15 1.518, H27 1.090, H58 1.090
17 C 13.011 -14.170 -0.407  C21 1.499, H33 1.090, H44 1.090, H46 1.090
18 C 12.050 -9.578 -2.054  O2 1.431, H49 1.090, H53 1.090, H54 1.090
19 C 15.217 -11.363 -7.867  O6 1.399, H30 1.090, H32 1.090, H48 1.090
20 C 12.697 -11.695 -0.926  O2 1.448, C21 1.566, H26 1.090, H34 1.090
21 C 12.887 -13.142 -1.491  N9 1.454, C17 1.499, C20 1.566, H45 1.090
22 H 16.493 -10.521 -2.002  C11 1.090
23 H 16.021 -9.358 -4.204  N8 1.010
24 H 16.335 -8.710 -0.182  C12 1.090
25 H 17.546 -8.188 -3.532  C10 1.090
26 H 13.628 -11.293 -0.527  C20 1.090
27 H 14.400 -13.484 -9.320  C16 1.090
28 H 12.923 -15.408 -8.291  N7 1.010
29 H 11.020 -11.634 -4.864  O5 0.957
30 H 14.726 -11.142 -8.815  C19 1.090
31 H 16.949 -14.919 -7.828  C14 1.090
32 H 14.591 -10.999 -7.053  C19 1.090
33 H 12.273 -13.974 0.371  C17 1.090
34 H 11.976 -11.699 -0.108  C20 1.090
35 H 14.508 -10.894 -3.939  O1 0.960
36 H 14.826 -8.962 -5.794  O3 0.957
37 H 13.807 -12.242 -3.559  O1 0.960
38 H 18.260 -9.583 -2.963  C10 1.090
39 H 17.979 -8.227 -1.787  C10 1.090
40 H 14.049 -14.212 -2.797  N9 1.010
41 H 15.214 -6.415 0.794  C13 1.090
42 H 13.711 -7.348 0.292  C13 1.090
43 H 14.001 -15.588 -9.494  N7 1.010
44 H 13.999 -14.166 0.055  C17 1.090
45 H 11.994 -13.367 -2.074  C21 1.090
46 H 12.872 -15.199 -0.736  C17 1.090
47 H 15.124 -8.504 -3.341  N8 1.010
48 H 16.170 -10.836 -7.913  C19 1.090
49 H 11.244 -9.464 -1.329  C18 1.090
50 H 11.153 -10.409 -5.743  O5 0.957
51 H 14.127 -7.841 -5.054  O3 0.957
52 H 14.163 -5.784 -0.455  C13 1.090
53 H 11.700 -9.289 -3.045  C18 1.090
54 H 12.896 -8.916 -1.870  C18 1.090
55 H 14.708 -9.243 -0.680  C12 1.090
56 H 14.872 -13.585 -1.708  N9 1.010
57 H 16.256 -15.403 -9.355  C14 1.090
58 H 13.557 -13.232 -7.824  C16 1.090
59 H 16.256 -16.566 -8.014  C14 1.090
60 H 13.062 -11.226 -4.501  O1 0.960
61 H 14.642 -15.268 -6.807  C15 1.090

* charge: +1



Here is 7 unconnected molecules or ions with the total composition C12H40NO10 from OMol25. Energies are from ωB97M-V/def2-TZVPD.

Bonds (Å) are listed after each position.
CARTESIAN COORDINATES (ANGSTROEM)
1 O 3.282 -0.872 -0.167  C17 1.426, H31 0.963
2 O 1.767 0.647 1.752  C22 1.435, H55 0.965
3 O -2.123 -0.125 0.607  C18 1.432, H62 0.964
4 O -3.376 2.843 2.264  C14 1.424, H57 0.962
5 O 0.492 2.150 -1.625  C19 1.428, H50 0.971
6 O -0.468 -0.829 -3.013  C16 1.465, H40 0.965
7 O 1.016 -3.634 0.261  C21 1.439, H42 0.963
8 O 0.239 1.903 -4.500  C20 1.426, H29 0.962
9 O -0.060 4.927 -2.799  C15 1.429, H28 0.961
10 O 1.100 -2.051 3.475  C13 1.441, H44 0.962
11 N 0.442 -0.921 -0.338  H30 1.027, H36 1.049, H39 1.046, H52 1.026
12 C -0.964 -1.755 4.596  C13 1.503, H26 1.094, H51 1.089, H56 1.089
13 C 0.086 -1.070 3.766  O10 1.441, C12 1.503, H35 1.090, H41 1.095
14 C -3.414 1.458 1.939  O4 1.424, C18 1.502, H25 1.098, H45 1.096
15 C 0.233 4.572 -1.446  O9 1.429, C19 1.497, H27 1.103, H33 1.095
16 C -1.273 0.085 -3.829  O6 1.465, C20 1.494, H47 1.089, H59 1.091
17 C 3.719 -0.568 1.156  O1 1.426, C22 1.491, H60 1.102, H61 1.095
18 C -2.167 1.203 1.140  O3 1.432, C14 1.502, H38 1.093, H48 1.087
19 C 1.162 3.399 -1.452  O5 1.428, C15 1.497, H37 1.097, H58 1.088
20 C -0.480 0.742 -4.912  O8 1.426, C16 1.494, H34 1.094, H46 1.100
21 C 0.124 -4.685 -0.148  O7 1.439, C23 1.521, H24 1.093, H32 1.093
22 C 3.189 0.754 1.594  O2 1.435, C17 1.491, H53 1.092, H54 1.098
23 C -1.155 -4.070 -0.695  C21 1.521, H43 1.090, H49 1.089, H63 1.092
24 H 0.590 -5.370 -0.861  C21 1.093
25 H -3.404 0.857 2.857  C14 1.098
26 H -1.842 -1.110 4.690  C12 1.094
27 H 0.663 5.448 -0.931  C15 1.103
28 H -0.985 5.182 -2.850  O9 0.961
29 H 0.851 2.098 -5.216  O8 0.962
30 H -0.282 -0.515 0.267  N11 1.027
31 H 3.689 -1.698 -0.448  O1 0.963
32 H -0.094 -5.286 0.739  C21 1.093
33 H -0.676 4.396 -0.861  C15 1.095
34 H 0.181 0.017 -5.396  C20 1.094
35 H 0.536 -0.225 4.285  C13 1.090
36 H 0.651 -1.895 -0.008  N11 1.049
37 H 1.845 3.560 -2.296  C19 1.097
38 H -1.300 1.390 1.779  C18 1.093
39 H 0.143 -0.921 -1.341  N11 1.046
40 H -0.211 -1.542 -3.610  O6 0.965
41 H -0.351 -0.769 2.808  C13 1.095
42 H 1.471 -3.929 1.056  O7 0.963
43 H -1.757 -4.811 -1.220  C23 1.090
44 H 1.810 -1.602 3.006  O10 0.962
45 H -4.327 1.255 1.367  C14 1.096
46 H -1.199 1.084 -5.670  C20 1.100
47 H -1.706 0.795 -3.126  C16 1.089
48 H -2.125 1.872 0.284  C18 1.087
49 H -1.722 -3.633 0.125  C23 1.089
50 H 0.122 2.202 -2.521  O5 0.971
51 H -1.284 -2.686 4.130  C12 1.089
52 H 1.341 -0.431 -0.273  N11 1.026
53 H 3.667 1.065 2.526  C22 1.092
54 H 3.432 1.495 0.822  C22 1.098
55 H 1.484 1.544 1.969  O2 0.965
56 H -0.595 -1.991 5.592  C12 1.089
57 H -4.091 3.024 2.883  O4 0.962
58 H 1.775 3.389 -0.554  C19 1.088
59 H -2.082 -0.496 -4.274  C16 1.091
60 H 3.376 -1.357 1.845  C17 1.102
61 H 4.810 -0.573 1.254  C17 1.095
62 H -2.850 -0.626 0.993  O3 0.964
63 H -0.924 -3.310 -1.446  C23 1.092

* charge: +1



Short version: maximum force = 0.0491, 0.0247 Eh/bohr, in the order given.
Short version: E = -1096.567662, -1288.090788 a.u., in the order given.
Short version: relative energy (zero: lowest compared OMol25 entry of this formula, charge and spin) = 49.44, 14.86 kcal per mole, in the order given.